(1)
# C43H118N6O13

A 13-piece molecular cluster, C43H118N6O13 overall at a distorted geometry (ωB97M-V/def2-TZVPD, the OMol25 dataset).

Each line ends with the Löwdin charge.
Geometry (Å):
C 1.814 -5.287 11.365  -0.06
C 0.690 -4.736 10.559  -0.49
C 1.098 -3.511 9.761  -0.04
O 0.210 -5.793 9.671  -0.07
H 1.505 -6.114 12.000  0.07
H 2.173 -4.485 12.025  0.07
H 2.657 -5.529 10.716  0.10
H -0.128 -4.477 11.259  0.11
H 1.797 -2.891 10.334  0.07
H 0.238 -2.858 9.563  0.06
H 1.536 -3.781 8.803  0.09
H -0.624 -5.493 9.286  0.08
C -6.440 -6.756 17.045  -0.05
C -5.264 -7.688 17.310  -0.51
C -4.097 -7.348 16.435  -0.07
O -4.920 -7.547 18.673  -0.04
H -7.354 -7.125 17.504  0.08
H -6.582 -6.667 15.966  0.08
H -6.215 -5.757 17.428  0.08
H -5.611 -8.706 17.076  0.14
H -4.367 -7.458 15.377  0.08
H -3.261 -8.050 16.550  0.07
H -3.712 -6.341 16.575  0.06
H -4.132 -8.079 18.833  0.09
C 3.725 -0.279 14.109  -0.05
C 3.403 -1.412 13.138  -0.52
C 4.295 -1.439 11.907  -0.06
O 3.380 -2.690 13.766  -0.09
H 4.729 -0.407 14.527  0.09
H 3.017 -0.281 14.943  0.05
H 3.632 0.694 13.622  0.07
H 2.400 -1.192 12.705  0.12
H 5.340 -1.695 12.135  0.08
H 4.341 -0.453 11.431  0.08
H 3.946 -2.142 11.148  0.06
H 2.611 -2.692 14.411  0.04
C -5.158 -0.634 14.837  -0.04
C -4.019 0.377 14.892  -0.45
C -2.858 -0.146 15.677  -0.05
O -3.531 0.607 13.528  -0.09
H -4.749 -1.542 14.380  0.06
H -6.007 -0.326 14.228  0.08
H -5.469 -0.897 15.851  0.09
H -4.294 1.339 15.345  0.14
H -2.021 0.552 15.692  0.08
H -2.462 -1.054 15.205  0.07
H -3.194 -0.425 16.676  0.08
H -4.225 1.126 13.094  0.09
C 0.664 2.591 15.376  -0.04
C 0.213 2.249 13.981  -0.52
C -0.899 3.118 13.470  -0.05
O 1.353 2.336 13.125  -0.05
H -0.070 2.273 16.121  0.07
H 0.801 3.674 15.452  0.09
H 1.598 2.094 15.634  0.07
H -0.147 1.205 13.964  0.11
H -0.623 4.172 13.597  0.09
H -1.824 2.969 14.026  0.07
H -1.024 2.930 12.403  0.08
H 1.067 2.227 12.210  0.09
C -2.383 -1.972 10.884  -0.07
C -2.311 -0.564 10.378  -0.52
C -3.697 0.014 10.052  -0.04
O -1.649 0.257 11.291  -0.06
H -2.889 -2.643 10.189  0.09
H -2.926 -2.016 11.842  0.07
H -1.381 -2.327 11.151  0.06
H -1.694 -0.517 9.477  0.14
H -4.257 0.029 10.996  0.07
H -4.247 -0.587 9.336  0.08
H -3.554 1.038 9.713  0.08
H -2.257 0.512 12.007  0.05
C -1.283 -10.022 15.064  -0.04
C -1.105 -10.223 13.563  -0.43
C -0.421 -11.508 13.171  -0.22
O 0.764 -11.749 13.862  -0.20
C 1.317 -12.918 13.429  -0.14
N -2.441 -10.254 12.949  0.04
H -0.278 -9.968 15.492  0.06
H -1.743 -10.907 15.506  0.09
H -1.885 -9.134 15.223  0.04
H -0.513 -9.357 13.212  0.13
H -0.207 -11.463 12.081  0.14
H -1.071 -12.393 13.272  0.13
H 2.125 -13.189 14.110  0.08
H 1.776 -12.812 12.434  0.10
H 0.586 -13.735 13.411  0.10
H -2.349 -10.454 11.955  0.08
H -2.955 -9.397 13.056  0.04
C 2.406 -10.596 16.603  -0.05
C 3.428 -11.077 15.593  -0.44
C 4.407 -9.980 15.244  -0.26
O 3.892 -8.885 14.596  -0.15
C 2.986 -9.300 13.591  -0.10
N 4.233 -12.182 16.223  0.04
H 1.689 -11.364 16.886  0.08
H 1.867 -9.744 16.173  0.06
H 2.938 -10.207 17.458  0.08
H 2.914 -11.438 14.692  0.07
H 5.191 -10.451 14.606  0.13
H 4.979 -9.688 16.128  0.13
H 3.005 -8.632 12.730  0.09
H 1.988 -9.344 14.043  0.07
H 3.234 -10.296 13.197  0.09
H 5.006 -12.498 15.651  0.06
H 3.640 -12.973 16.443  0.06
C -2.273 -7.147 11.755  -0.06
C -3.671 -6.626 11.580  -0.43
C -3.937 -5.396 12.377  -0.25
O -3.693 -5.555 13.743  -0.19
C -3.764 -4.288 14.375  -0.10
N -3.864 -6.235 10.143  0.03
H -1.558 -6.326 11.659  0.07
H -2.006 -7.934 11.057  0.09
H -2.190 -7.502 12.786  0.06
H -4.422 -7.408 11.786  0.14
H -4.981 -5.054 12.209  0.14
H -3.329 -4.584 11.929  0.12
H -4.809 -3.942 14.324  0.09
H -3.137 -3.548 13.854  0.07
H -3.446 -4.361 15.411  0.08
H -4.839 -5.944 10.000  0.07
H -3.825 -7.077 9.566  0.07
C 2.589 -3.209 22.814  -0.08
C 2.345 -3.298 21.345  -0.48
C 3.502 -3.928 20.679  -0.25
O 3.444 -3.738 19.299  -0.18
C 4.129 -4.769 18.670  -0.12
N 1.065 -3.964 21.086  0.07
H 1.778 -2.659 23.297  0.08
H 3.525 -2.690 23.040  0.08
H 2.625 -4.198 23.280  0.08
H 2.357 -2.244 21.004  0.13
H 3.571 -4.994 20.940  0.14
H 4.414 -3.437 21.057  0.14
H 5.144 -4.853 19.081  0.09
H 4.220 -4.542 17.611  0.09
H 3.579 -5.699 18.781  0.09
H 0.915 -4.228 20.097  0.05
H 0.322 -3.291 21.272  0.05
C -1.364 0.290 19.345  -0.05
C -0.774 -1.016 18.855  -0.44
C 0.730 -1.054 18.839  -0.21
O 1.242 -0.153 17.856  -0.21
C 2.561 0.245 18.133  -0.10
N -1.247 -2.113 19.721  0.05
H -2.450 0.220 19.426  0.07
H -1.119 1.119 18.674  0.07
H -0.954 0.558 20.323  0.08
H -1.147 -1.258 17.839  0.12
H 1.103 -2.072 18.626  0.11
H 1.090 -0.865 19.870  0.13
H 3.199 -0.610 18.405  0.09
H 2.589 0.971 18.955  0.09
H 2.997 0.694 17.242  0.07
H -2.258 -2.148 19.609  0.07
H -0.885 -3.020 19.402  0.03
C -0.131 -2.062 13.972  -0.05
C 0.036 -2.970 15.186  -0.40
C 0.030 -4.375 14.712  -0.20
O -0.065 -5.227 15.830  -0.22
C -0.153 -6.619 15.511  -0.05
N 1.344 -2.624 15.783  0.08
H 0.541 -2.333 13.150  0.07
H 0.109 -1.022 14.203  0.08
H -1.147 -2.090 13.557  0.06
H -0.779 -2.712 15.880  0.13
H 0.955 -4.530 14.137  0.13
H -0.816 -4.568 14.033  0.13
H -1.153 -6.772 15.070  0.08
H -0.095 -7.172 16.443  0.09
H 0.597 -6.957 14.790  0.09
H 1.277 -1.745 16.301  0.07
H 1.608 -3.325 16.480  0.10
C -1.454 -5.618 19.046  -0.14
O -0.447 -4.770 18.534  -0.18
H -2.354 -5.617 18.422  0.07
H -1.130 -6.670 19.130  0.08
H -1.691 -5.287 20.057  0.08
H -0.364 -4.876 17.544  0.07

Calculated values
energy = -3015.6500 a.u.
HOMO level = -8.72 eV
charge = 0
orbital gap = 9.036 eV

***

(2)
# C43H122N16O13

A 13-piece molecular cluster, C43H122N16O13 overall at a distorted geometry (ωB97M-V/def2-TZVPD, the OMol25 dataset).

Each line ends with the Löwdin charge.
Geometry (Å):
C 6.367 17.170 11.633  -0.08
C 6.588 17.518 13.105  -0.43
C 5.349 17.199 13.975  -0.18
O 5.560 17.724 15.320  -0.19
C 4.365 17.711 16.068  -0.13
N 7.819 16.846 13.546  0.04
H 5.489 17.600 11.152  0.07
H 6.326 16.089 11.496  0.07
H 7.196 17.493 11.003  0.08
H 6.746 18.596 13.144  0.13
H 5.260 16.116 13.902  0.12
H 4.395 17.580 13.609  0.12
H 3.608 18.406 15.706  0.08
H 4.442 17.953 17.127  0.09
H 3.982 16.693 15.996  0.09
H 7.917 16.849 14.551  0.07
H 7.730 15.865 13.322  0.06
C -10.009 9.784 9.865  -0.05
C -9.781 8.455 9.133  -0.43
C -11.123 7.757 8.827  -0.19
O -12.047 8.711 8.259  -0.17
C -13.215 8.086 7.987  -0.17
N -9.090 8.735 7.912  0.02
H -10.242 9.642 10.920  0.07
H -10.878 10.312 9.472  0.07
H -9.213 10.527 9.814  0.08
H -9.147 7.703 9.603  0.14
H -11.403 7.403 9.819  0.12
H -10.952 6.852 8.245  0.12
H -13.713 7.873 8.932  0.09
H -13.155 7.148 7.436  0.09
H -13.913 8.665 7.382  0.09
H -9.211 7.961 7.274  0.07
H -9.633 9.387 7.364  0.07
C -8.601 2.778 17.504  -0.05
C -9.544 3.363 16.436  -0.45
C -8.892 4.514 15.557  -0.18
O -8.125 5.429 16.312  -0.18
C -7.549 6.389 15.513  -0.15
N -10.046 2.328 15.598  0.02
H -8.349 3.551 18.230  0.07
H -7.637 2.561 17.044  0.08
H -9.152 1.940 17.930  0.07
H -10.409 3.809 16.926  0.13
H -9.639 5.061 14.981  0.12
H -8.203 4.116 14.812  0.12
H -7.421 6.056 14.483  0.08
H -6.539 6.563 15.885  0.09
H -7.967 7.391 15.418  0.08
H -10.746 2.843 15.084  0.07
H -10.502 1.591 16.117  0.07
C -11.787 15.955 6.816  -0.06
C -12.005 14.726 7.716  -0.42
C -13.208 14.835 8.755  -0.15
O -13.081 16.123 9.432  -0.19
C -12.301 16.001 10.543  -0.17
N -12.470 13.685 6.814  0.01
H -12.618 16.016 6.113  0.08
H -10.935 15.717 6.180  0.07
H -11.586 16.856 7.395  0.07
H -11.096 14.455 8.253  0.12
H -13.184 13.992 9.446  0.11
H -14.194 14.666 8.323  0.12
H -11.446 15.332 10.448  0.09
H -12.915 15.613 11.355  0.08
H -12.019 16.978 10.937  0.09
H -11.718 13.374 6.216  0.07
H -12.694 12.823 7.289  0.06
C -9.653 12.500 29.606  -0.09
C -9.856 13.997 29.892  -0.37
C -10.493 14.799 28.620  -0.13
O -9.495 14.914 27.518  -0.22
C -10.079 15.458 26.280  -0.09
N -10.693 14.030 31.136  0.00
H -9.069 12.274 28.714  0.07
H -10.613 12.039 29.372  0.07
H -9.279 11.879 30.420  0.07
H -8.899 14.425 30.194  0.12
H -10.838 15.741 29.045  0.10
H -11.392 14.359 28.189  0.11
H -10.383 16.466 26.560  0.08
H -10.945 14.962 25.841  0.07
H -9.330 15.451 25.488  0.08
H -10.697 14.985 31.465  0.06
H -10.490 13.396 31.896  0.06
C -5.440 18.067 10.678  -0.07
C -4.257 19.003 10.824  -0.44
C -3.410 18.922 9.551  -0.24
O -2.718 17.733 9.446  -0.18
C -2.046 17.206 10.576  -0.09
N -4.854 20.348 10.891  0.02
H -5.252 17.025 10.934  0.08
H -5.923 18.190 9.709  0.09
H -6.235 18.376 11.356  0.08
H -3.709 18.898 11.761  0.13
H -2.668 19.712 9.434  0.12
H -4.159 19.095 8.779  0.13
H -1.323 16.572 10.062  0.09
H -2.762 16.558 11.082  0.08
H -1.623 17.925 11.277  0.09
H -4.236 20.871 10.288  0.05
H -5.592 20.422 10.205  0.06
C -6.939 8.828 21.440  -0.09
C -7.829 9.937 21.945  -0.40
C -9.072 9.462 22.895  -0.16
O -9.786 10.652 23.186  -0.22
C -11.071 10.472 23.809  -0.09
N -6.926 10.716 22.810  0.02
H -6.399 8.326 22.243  0.08
H -6.181 9.337 20.845  0.07
H -7.496 8.108 20.840  0.07
H -8.161 10.456 21.045  0.12
H -8.727 9.068 23.850  0.12
H -9.636 8.791 22.248  0.12
H -11.668 9.695 23.333  0.08
H -11.661 11.385 23.883  0.08
H -10.921 10.153 24.841  0.08
H -7.453 11.442 23.274  0.06
H -6.164 11.217 22.376  0.06
C -15.535 11.983 18.245  -0.06
C -14.218 11.539 18.858  -0.43
C -13.408 10.605 17.921  -0.16
O -14.239 9.430 17.615  -0.22
C -14.204 9.100 16.226  -0.12
N -13.376 12.676 19.275  0.03
H -15.420 12.696 17.430  0.08
H -16.178 12.345 19.047  0.08
H -15.982 11.098 17.793  0.07
H -14.435 10.948 19.748  0.13
H -12.529 10.229 18.444  0.12
H -13.098 11.065 16.983  0.11
H -14.629 8.127 15.979  0.08
H -13.149 9.122 15.953  0.08
H -14.821 9.805 15.669  0.08
H -12.762 12.477 20.052  0.06
H -13.891 13.493 19.573  0.06
C -6.520 14.305 16.031  -0.07
C -6.038 13.644 17.329  -0.45
C -4.475 13.847 17.524  -0.19
O -3.969 13.297 18.751  -0.19
C -2.595 13.613 19.030  -0.09
N -6.697 14.307 18.411  0.02
H -7.556 14.061 15.794  0.08
H -5.957 13.785 15.256  0.07
H -6.282 15.363 16.141  0.08
H -6.353 12.601 17.348  0.13
H -4.224 14.891 17.338  0.12
H -4.117 13.355 16.620  0.11
H -2.430 13.428 20.092  0.09
H -2.483 14.675 18.811  0.08
H -1.850 13.101 18.421  0.08
H -6.323 14.056 19.315  0.06
H -7.648 13.983 18.505  0.07
C -3.322 15.255 28.060  -0.07
C -2.916 16.330 27.044  -0.39
C -3.195 16.029 25.452  -0.17
O -3.007 17.263 24.738  -0.21
C -3.662 17.298 23.463  -0.09
N -3.730 17.530 27.311  0.01
H -3.431 15.798 28.999  0.07
H -2.633 14.424 28.211  0.07
H -4.281 14.813 27.793  0.07
H -1.894 16.664 27.221  0.13
H -4.196 15.602 25.389  0.11
H -2.522 15.206 25.213  0.11
H -4.537 17.943 23.394  0.08
H -3.812 16.263 23.156  0.08
H -3.081 17.831 22.710  0.08
H -4.663 17.257 27.038  0.07
H -3.374 18.095 26.553  0.05
C -6.143 22.181 16.248  -0.79
O -6.418 22.457 17.420  0.00
N -6.205 20.952 15.867  0.16
N -5.784 22.984 15.289  0.17
H -6.661 20.345 16.533  0.13
H -6.065 20.886 14.868  0.11
H -5.781 23.990 15.380  0.13
H -5.647 22.552 14.386  0.10
C 4.753 12.170 20.304  -0.81
O 4.933 12.717 19.197  0.00
N 5.646 12.187 21.189  0.16
N 3.756 11.489 20.737  0.16
H 6.366 12.894 21.152  0.13
H 5.423 11.743 22.068  0.11
H 3.010 11.188 20.127  0.12
H 3.626 11.231 21.705  0.11
C -12.247 19.674 19.727  -0.81
O -13.013 18.814 20.109  0.02
N -12.661 20.863 19.443  0.16
N -10.958 19.491 19.625  0.17
H -12.010 21.592 19.188  0.11
H -13.632 20.995 19.202  0.12
H -10.495 18.616 19.826  0.12
H -10.454 20.322 19.351  0.10

Calculated values
energy = -3565.3566 a.u.
HOMO level = -9.09 eV
charge = 0
orbital gap = 9.173 eV

***

(3)
# C43H28Cl2LuN7O2S3

C43H28Cl2LuN7O2S3 as an isolated structure at a distorted geometry (ωB97M-V/def2-TZVPD, the OMol25 dataset).

Each line ends with the Löwdin charge.
Geometry (Å):
Lu 0.329 0.141 0.599  1.48
Cl 2.645 0.244 2.370  0.67
C 2.159 1.317 3.721  -0.61
C 3.042 1.280 4.805  -0.11
C 2.841 2.131 5.906  -0.06
C 1.689 2.893 5.975  -0.10
C 0.750 2.896 4.922  -0.66
Cl -0.611 3.939 5.193  0.69
C 0.984 2.112 3.747  -0.69
S -0.099 2.229 2.362  0.53
H 3.935 0.657 4.744  0.11
H 3.571 2.163 6.701  0.12
H 1.406 3.508 6.822  0.11
O -3.271 -6.660 0.116  0.11
N -2.836 -5.791 -0.614  -0.33
O -3.068 -5.666 -1.797  0.10
C -2.039 -4.800 0.080  -0.06
C -2.119 -4.788 1.427  0.10
C -1.453 -3.742 2.136  -0.10
C -1.509 -3.684 3.552  0.06
C -0.858 -2.625 4.189  0.00
C -0.161 -1.679 3.442  -0.09
N -0.145 -1.680 2.096  -0.02
C -0.757 -2.719 1.421  -0.14
C -0.690 -2.810 -0.001  -0.15
N 0.034 -1.811 -0.635  -0.03
C 0.278 -1.896 -1.943  -0.10
C -0.311 -2.881 -2.727  0.01
C -1.180 -3.795 -2.134  0.07
C -1.374 -3.793 -0.727  -0.03
H -2.670 -5.547 1.970  0.15
H -2.087 -4.421 4.110  0.14
H -0.908 -2.516 5.268  0.13
H 0.441 -0.902 3.921  0.11
H 0.952 -1.151 -2.325  0.10
H -0.142 -2.897 -3.799  0.13
H -1.671 -4.536 -2.748  0.12
S 6.878 -1.031 -3.050  1.07
C 7.795 -2.271 -2.275  -0.37
C 7.177 -2.732 -1.132  -0.15
C 5.941 -2.055 -0.856  -0.10
C 5.617 -1.134 -1.835  -0.49
C 4.410 -0.334 -1.914  -0.17
C 3.421 -0.407 -0.887  -0.07
N 2.298 0.336 -0.907  -0.03
C 2.059 1.204 -1.981  -0.15
C 2.984 1.283 -3.086  -0.11
C 2.667 2.156 -4.201  0.01
C 1.452 2.765 -4.278  0.01
C 0.508 2.689 -3.192  -0.12
C -0.721 3.353 -3.206  0.09
C -1.544 3.366 -2.044  -0.15
C -1.099 2.679 -0.912  -0.13
N -0.039 1.871 -0.942  -0.04
C 0.841 1.931 -2.019  -0.14
C -2.894 3.981 -2.021  -0.48
C -3.428 4.772 -3.022  -0.08
C -4.738 5.272 -2.673  -0.15
C -5.161 4.783 -1.481  -0.40
S -3.999 3.796 -0.696  1.05
C 4.158 0.529 -3.015  0.06
H 8.752 -2.612 -2.656  0.08
H 7.563 -3.556 -0.533  0.11
H 5.269 -2.272 -0.049  0.10
H 3.523 -1.070 -0.019  0.10
H 3.406 2.345 -4.972  0.13
H 1.164 3.325 -5.160  0.13
H -1.015 3.906 -4.098  0.13
H -1.621 2.736 0.029  0.06
H -2.867 5.007 -3.921  0.11
H -5.343 5.905 -3.313  0.12
H -6.136 5.005 -1.029  0.09
H 4.898 0.626 -3.788  0.10
N -2.848 0.489 2.812  0.15
C -3.208 0.220 1.549  -0.38
C -4.560 -0.074 1.233  -0.01
C -4.956 -0.235 -0.074  -0.03
C -3.959 -0.248 -1.095  -0.05
C -2.663 0.004 -0.695  -0.18
N -2.246 0.236 0.588  0.00
H -3.549 0.540 3.533  0.12
H -1.952 0.971 2.953  -0.01
H -5.255 -0.169 2.065  0.12
H -6.021 -0.344 -0.305  0.13
H -4.202 -0.360 -2.135  0.11
H -1.857 0.101 -1.436  0.09

Calculated values
energy = -5539.3300 a.u.
HOMO level = -12.43 eV
charge = +2
orbital gap = 6.085 eV